Entry 1:
89
Properties=species:S:1:pos:R:3:forces:R:3:mulliken_charge:R:1 method="wB97M-V/def2-TZVPD" lumo_energy_ev=-0.274 relative_energy_ev=1.8792 total_charge=0
C 3.245 2.768 1.156 6.22 -1.43 1.92 -0.756
C 3.264 1.350 1.927 0.55 2.16 0.69 -0.275
C 3.061 0.188 1.006 -2.76 0.97 -1.82 -0.968
N 3.217 -1.153 1.656 0.61 -0.71 -0.06 0.975
C 2.050 -1.452 2.549 -2.17 -1.36 -7.26 -1.068
C 4.540 -1.313 2.356 0.94 1.24 2.36 -0.650
C 4.811 -2.848 2.390 0.22 2.59 2.62 -1.101
C 4.052 -3.429 1.281 0.28 -1.58 -2.00 -0.507
C 3.346 -2.240 0.575 0.69 -0.52 0.08 -0.202
H 2.343 2.963 0.831 -4.77 1.21 -1.53 0.051
H 3.892 2.561 0.223 -0.68 0.90 1.38 0.202
H 3.669 3.701 1.818 -0.97 -2.62 -1.69 0.286
H 2.487 1.372 2.695 0.23 0.03 0.22 0.313
H 4.293 1.313 2.396 -1.21 -0.23 -0.24 0.317
H 3.730 0.334 0.212 1.73 -0.62 -0.99 0.668
H 2.067 0.266 0.286 1.82 -0.56 2.52 -0.097
H 2.022 -1.003 3.404 0.73 2.76 5.19 0.320
H 1.906 -2.530 2.628 -0.09 0.24 -0.08 0.379
H 1.227 -0.930 1.905 0.68 -1.63 1.39 0.363
H 4.549 -0.928 3.491 -0.49 -0.50 -2.70 0.281
H 5.208 -0.615 1.814 0.11 -0.94 0.13 0.383
H 4.612 -3.064 3.469 -1.14 -0.76 -1.01 0.424
H 5.817 -3.089 2.467 2.29 -0.01 -0.81 0.471
H 3.375 -4.120 1.728 -1.18 -0.40 -0.07 0.244
H 4.634 -4.136 0.553 -0.74 1.77 1.15 0.427
H 2.377 -2.610 0.298 -0.70 0.59 -0.55 -0.078
H 3.933 -1.796 -0.274 -0.70 -0.49 0.84 0.499
B -0.900 0.121 -0.728 -1.88 -0.49 1.37 -0.570
F -1.883 1.045 -1.023 -1.16 0.06 -0.52 0.190
F -1.292 -1.167 -0.971 -1.28 -1.63 -0.71 -0.326
F 0.164 0.369 -1.435 3.90 1.20 -2.89 -0.037
F -0.576 0.190 0.587 0.45 0.31 2.66 -0.216
C -2.559 0.822 3.766 -2.05 -2.33 -0.47 -0.497
C -4.091 1.056 3.821 -2.50 -1.59 -1.19 0.300
N -5.275 1.137 3.814 4.25 0.01 0.26 -0.476
H -2.345 1.809 3.437 1.80 1.57 1.74 0.332
H -2.361 0.065 4.648 0.48 2.70 -1.22 0.311
H -2.037 0.371 2.848 -1.95 -0.35 0.74 0.050
C -1.822 1.028 -4.346 2.63 1.29 -1.38 -0.473
C -2.256 2.458 -4.012 1.00 4.09 0.40 0.381
N -2.456 3.628 -3.827 0.69 -5.55 -0.82 -0.512
H -2.613 0.500 -3.944 -1.80 -1.80 0.14 0.226
H -1.721 0.964 -5.572 -0.26 -0.09 3.45 0.327
H -0.865 0.542 -3.735 -2.23 2.03 -1.76 0.029
C 4.561 1.484 -3.163 1.80 -1.61 -1.24 -1.200
C 3.088 1.228 -3.309 -0.28 -2.18 -1.14 0.079
O 2.694 0.130 -2.437 1.08 1.19 -0.69 -0.376
H 4.782 2.357 -3.768 0.25 0.30 0.05 0.420
H 5.179 0.650 -3.625 -0.59 0.81 0.67 0.269
H 4.952 1.647 -2.124 -0.84 -0.12 -0.80 0.207
H 2.624 1.004 -4.387 1.64 0.52 1.98 0.271
H 2.737 2.170 -3.030 -1.81 1.30 0.86 0.186
H 1.784 0.314 -2.251 -1.09 -0.27 0.43 0.416
C -5.404 -3.211 0.438 -3.09 -6.15 -7.86 -1.371
C -4.468 -3.011 -0.749 0.14 1.28 0.47 0.290
O -4.627 -1.685 -1.240 -1.19 0.02 -1.25 -0.433
H -5.108 -2.850 1.233 2.80 4.49 7.66 0.534
H -5.439 -4.312 0.702 -0.08 0.78 -0.51 0.376
H -6.414 -2.943 0.123 0.05 0.22 0.37 0.292
H -4.771 -3.635 -1.656 1.35 0.13 1.55 0.322
H -3.442 -2.806 -0.288 -0.42 -2.51 -1.13 -0.182
H -4.182 -1.218 -0.565 0.52 1.77 0.63 0.132
C 0.554 -5.289 -0.291 2.27 1.67 0.20 -1.117
C -0.395 -4.193 -0.501 -0.12 3.57 -1.74 -0.013
O -0.257 -3.111 0.515 1.03 -4.17 0.80 -0.499
H 1.520 -4.846 0.103 -0.92 -0.76 -0.41 0.004
H 0.746 -5.836 -1.178 0.32 -0.24 -1.16 0.393
H 0.176 -5.994 0.347 -0.74 -1.68 2.17 0.417
H -1.432 -4.564 -0.623 0.38 0.44 0.32 0.308
H -0.103 -3.596 -1.455 -0.71 -1.37 1.08 0.178
H -0.656 -2.391 0.107 -1.27 2.40 -1.08 0.501
C 0.221 5.306 -0.580 1.44 1.01 -0.04 -2.004
C -0.076 4.019 -1.062 -1.37 -5.18 2.10 0.981
O -1.135 3.437 -0.222 0.04 -0.70 -0.99 -0.578
H -0.559 5.957 -0.443 -2.29 1.59 -0.78 0.486
H 0.996 5.643 -1.193 1.10 1.44 -1.16 0.434
H 0.605 5.334 0.362 1.48 -0.59 2.97 0.510
H 0.779 3.237 -0.852 -0.92 1.66 -1.42 -0.359
H -0.508 4.085 -2.028 0.32 -0.42 -1.40 0.211
H -1.422 2.584 -0.671 0.37 1.72 0.95 0.229
C -6.037 2.795 0.605 3.49 -0.21 -2.59 -1.427
C -4.760 1.957 0.214 0.46 -1.57 -1.49 0.288
O -4.320 2.228 -1.160 -4.34 2.92 2.56 -0.642
H -6.103 2.678 1.598 -0.76 -0.73 3.79 0.459
H -6.850 2.394 0.095 -1.56 -0.38 -0.83 0.366
H -5.932 3.874 0.481 0.25 -0.18 -0.63 0.346
H -4.814 0.836 0.332 -1.76 0.49 -0.69 -0.011
H -3.974 1.889 0.947 1.04 2.06 0.42 0.120
H -3.628 1.778 -1.521 2.94 -2.27 -0.50 0.242

Entry 2:
93
Properties=species:S:1:pos:R:3:forces:R:3:mulliken_charge:R:1 method="wB97M-V/def2-TZVPD" lumo_energy_ev=3.305 total_charge=-2
O -0.479 -4.380 0.322 -0.38 0.06 0.08 -0.783
C -0.838 -3.172 0.216 0.78 -0.40 0.02 0.228
O 0.000 -2.213 0.155 -0.36 0.28 0.11 -0.784
P -2.750 -2.820 0.105 -0.14 -0.21 -0.16 -0.311
H -2.705 -1.883 1.282 0.10 0.24 0.05 -0.231
H -2.476 -1.689 -0.833 0.01 0.19 0.05 -0.118
H -2.877 -3.785 -1.034 0.04 0.04 -0.17 0.027
H -3.051 -3.949 1.021 0.00 0.03 0.02 -0.024
H -4.213 -2.522 -0.034 -0.04 -0.03 0.10 0.063
C -2.553 2.220 3.256 -0.14 -0.14 0.12 -1.254
C -2.483 1.809 1.806 -0.03 -0.31 -0.20 0.698
O -3.228 2.320 0.959 0.01 0.30 0.07 -0.716
N -1.577 0.888 1.461 0.08 0.50 -0.03 0.175
C -0.625 0.194 2.307 -0.06 -0.27 -0.15 -0.933
H -3.327 2.976 3.371 0.00 0.00 -0.07 0.189
H -2.803 1.364 3.886 0.06 -0.01 -0.01 0.431
H -1.599 2.645 3.561 -0.14 -0.13 0.11 0.426
H -1.581 0.641 0.479 -0.12 -0.40 0.09 0.178
H 0.387 0.395 1.952 0.04 -0.07 0.07 0.245
H -0.807 -0.878 2.226 0.09 0.00 -0.05 0.194
H -0.713 0.512 3.342 -0.06 0.09 -0.03 0.376
C -5.069 4.908 1.162 -0.21 0.06 0.15 -0.733
C -5.713 5.989 1.992 -0.01 -0.10 0.01 0.622
O -6.340 5.768 3.016 -0.02 0.05 -0.04 -0.677
N -5.571 7.274 1.547 0.05 -0.04 -0.09 -0.119
C -4.875 7.733 0.362 -0.16 0.17 0.26 -0.802
H -5.244 3.939 1.616 0.06 0.01 0.03 0.288
H -5.490 4.905 0.155 0.15 -0.01 -0.06 0.268
H -3.992 5.064 1.103 0.01 -0.11 -0.11 0.065
H -6.017 7.957 2.138 0.01 0.00 0.01 0.220
H -4.072 8.420 0.640 0.06 -0.03 -0.10 0.269
H -5.566 8.260 -0.301 0.07 -0.03 -0.10 0.259
H -4.448 6.897 -0.180 -0.02 -0.02 0.00 0.329
C -0.588 4.562 0.745 -0.06 -0.02 0.10 -0.738
C 0.058 4.801 2.088 -0.08 -0.14 0.02 0.720
O -0.355 4.296 3.118 0.26 0.35 -0.09 -0.648
N 1.152 5.621 2.122 -0.05 0.05 -0.12 -0.172
C 1.790 6.305 1.018 0.08 -0.03 0.36 -0.855
H -1.441 3.899 0.866 0.00 -0.01 0.02 -0.277
H -0.937 5.505 0.317 0.07 -0.01 -0.07 0.394
H 0.119 4.094 0.058 -0.02 0.05 -0.05 0.396
H 1.538 5.738 3.045 0.01 -0.03 0.00 0.243
H 2.830 5.983 0.926 0.00 0.03 -0.12 0.277
H 1.777 7.385 1.185 0.01 0.02 -0.12 0.272
H 1.277 6.090 0.087 -0.02 -0.02 0.00 0.325
C 4.927 -5.086 2.246 -0.01 0.04 0.02 -0.492
C 3.782 -4.348 2.904 -0.16 0.18 0.08 0.616
O 3.884 -3.897 4.050 0.07 -0.12 -0.04 -0.750
N 2.675 -4.177 2.166 0.24 -0.09 0.13 -0.065
C 2.413 -4.625 0.803 0.16 -0.03 0.06 -0.552
H 5.768 -5.115 2.937 -0.04 0.06 0.03 0.349
H 4.640 -6.109 1.993 -0.02 0.03 -0.07 0.304
H 5.210 -4.554 1.334 0.08 -0.30 0.18 -0.171
H 1.938 -3.658 2.623 -0.10 0.00 -0.15 0.204
H 2.197 -3.760 0.178 -0.21 -0.06 -0.03 0.086
H 1.526 -5.253 0.791 -0.11 0.14 -0.17 0.358
H 3.268 -5.172 0.404 0.07 0.05 0.13 0.177
C 4.567 -3.554 -2.071 -0.01 0.01 0.06 -1.170
C 5.476 -2.933 -1.044 -0.18 -0.06 0.05 0.864
O 6.107 -3.614 -0.244 0.27 0.14 -0.25 -0.773
N 5.579 -1.578 -1.020 0.09 -0.13 -0.16 -0.173
C 4.902 -0.619 -1.868 0.15 0.09 0.27 -0.869
H 4.598 -4.632 -1.954 0.01 0.00 -0.02 0.000
H 3.537 -3.219 -1.941 0.01 0.06 -0.04 0.385
H 4.907 -3.306 -3.079 -0.09 0.03 -0.03 0.484
H 6.198 -1.233 -0.304 -0.07 0.00 0.06 0.248
H 5.635 -0.018 -2.413 -0.06 0.01 -0.08 0.283
H 4.288 0.048 -1.261 -0.10 -0.02 -0.10 0.296
H 4.262 -1.124 -2.582 -0.03 -0.02 0.03 0.325
C -8.514 4.853 -2.539 -0.01 0.02 0.00 -1.351
C -7.189 4.136 -2.674 0.26 -0.13 0.04 0.858
O -6.159 4.736 -2.940 -0.12 0.20 -0.03 -0.670
N -7.174 2.795 -2.481 -0.12 0.11 -0.10 -0.170
C -8.278 1.915 -2.153 0.30 -0.06 0.01 -0.840
H -8.349 5.912 -2.713 0.07 -0.01 -0.01 0.302
H -9.231 4.482 -3.273 -0.06 -0.03 0.07 0.393
H -8.924 4.720 -1.537 -0.07 -0.04 -0.04 0.358
H -6.256 2.385 -2.576 0.01 -0.02 0.10 0.233
H -8.083 1.414 -1.204 -0.09 -0.02 0.01 0.292
H -8.390 1.154 -2.927 -0.09 -0.01 0.03 0.288
H -9.206 2.473 -2.072 0.00 0.03 0.00 0.311
C 6.980 -6.822 -1.359 -0.07 -0.03 -0.01 -0.752
C 6.403 -7.028 -2.740 -0.08 0.10 0.20 0.739
O 5.293 -6.633 -3.038 0.04 -0.11 -0.17 -0.628
N 7.178 -7.678 -3.661 0.07 0.00 0.09 -0.167
C 8.511 -8.213 -3.488 -0.24 0.01 -0.27 -0.829
H 6.252 -6.288 -0.754 0.01 0.06 -0.05 -0.187
H 7.199 -7.781 -0.887 0.08 0.01 0.00 0.405
H 7.891 -6.224 -1.406 0.02 -0.04 0.06 0.344
H 6.732 -7.781 -4.558 -0.01 0.00 0.00 0.241
H 9.201 -7.741 -4.192 0.10 -0.02 0.08 0.270
H 8.513 -9.290 -3.674 0.10 -0.02 0.07 0.276
H 8.867 -8.034 -2.479 -0.02 0.02 0.02 0.318